Record 1
A 3-piece molecular cluster, C21H46N2O8P3 overall at a distorted geometry. Source: the OMol25 dataset; level of theory: wB97M-V/def2-TZVPD.

Element x y z (Å)
P  -2.496  -8.012  0.404
P  2.110  2.233  -3.122
P  0.914  7.776  0.057
O  -2.904  -6.588  0.648
O  -0.007  7.361  1.359
O  -2.186  -9.430  -0.370
O  -0.902  -7.844  0.788
O  -3.051  -8.764  1.752
O  -0.100  9.025  -0.293
O  1.976  8.784  0.812
O  1.754  6.515  0.061
N  1.131  1.054  -2.122
N  1.240  1.175  -0.819
C  -0.331  -0.769  -2.113
C  -0.219  -0.706  -0.730
C  2.683  10.272  -0.994
C  -1.292  9.371  0.430
C  -0.275  -6.575  0.884
C  0.839  5.754  2.951
C  -4.994  -9.992  0.918
C  2.181  3.848  -2.230
C  -0.137  6.023  1.823
C  -0.917  -1.685  0.201
C  3.942  0.166  -3.789
C  -0.980  10.128  1.701
C  -4.461  -8.957  1.891
C  -0.481  -10.775  0.747
C  -0.252  -6.105  2.325
C  -0.899  -10.050  -0.512
C  -1.851  -2.741  -0.439
C  3.096  9.274  0.072
C  0.571  0.307  -0.108
C  0.414  0.198  -2.826
C  3.819  1.517  -3.036
H  4.209  0.298  -4.842
H  1.863  5.984  2.656
H  -1.204  -11.554  0.994
H  -2.881  -2.612  -0.084
H  4.570  2.264  -3.320
H  -1.905  10.377  2.223
H  0.165  -5.098  2.400
H  3.760  9.755  0.789
H  -1.916  8.499  0.608
H  1.802  3.829  -1.202
H  -4.979  -8.002  1.764
H  -0.150  -9.337  -0.849
H  0.606  6.387  3.808
H  2.083  9.791  -1.772
H  -0.426  -10.111  1.608
H  0.629  0.343  0.980
H  -1.522  -1.066  0.887
H  -1.868  10.021  -0.233
H  3.640  8.435  -0.373
H  -1.004  -10.778  -1.319
H  3.248  4.118  -2.180
H  1.706  4.606  -2.861
H  0.498  -11.236  0.604
H  -0.024  5.307  1.009
H  -4.909  -9.641  -0.114
H  0.422  0.221  -3.914
H  3.561  10.714  -1.468
H  -0.445  11.051  1.472
H  -0.174  -2.180  0.844
H  3.998  1.298  -1.965
H  -0.935  -1.495  -2.643
H  2.984  -0.370  -3.711
H  2.075  11.067  -0.563
H  -0.347  9.556  2.377
H  -6.046  -10.202  1.118
H  -1.830  -2.826  -1.528
H  4.685  -0.462  -3.281
H  -0.750  -5.847  0.226
H  0.355  -6.779  2.931
H  0.791  4.710  3.265
H  -1.160  5.916  2.196
H  -1.252  -6.103  2.760
H  -1.554  -3.729  -0.054
H  -4.427  -10.919  0.992
H  -4.633  -9.292  2.914
H  0.752  -6.696  0.529

Summary:
Total charge ... +1
E ... -2563.005074 Ha
Maximum force ... 8.33 eV/Å

---

Record 2
A 8-piece molecular cluster, C5H24O8S2 overall at a distorted geometry. Source: the OMol25 dataset; level of theory: wB97M-V/def2-TZVPD.

Element x y z (Å)
S  1.893  3.128  -1.419
S  0.799  2.750  0.328
O  -0.809  -2.833  -2.654
O  -3.188  -1.124  -2.990
O  -1.139  0.650  -2.554
O  -2.136  -2.121  2.248
O  -0.865  -0.552  -0.178
O  -1.557  1.004  3.467
O  3.345  0.192  2.996
O  -2.486  -2.704  -0.224
C  1.937  0.268  -1.510
C  1.845  2.895  1.766
C  2.381  0.516  2.378
C  2.614  1.575  -1.707
C  1.537  1.804  2.788
H  0.501  1.489  2.922
H  -2.067  0.239  3.735
H  3.257  1.626  -2.667
H  2.275  -0.375  -2.374
H  -1.042  -2.349  -3.460
H  2.014  0.034  1.363
H  -1.313  -3.642  -2.888
H  2.918  2.743  1.526
H  0.859  0.183  -1.626
H  -2.452  -3.376  -0.915
H  -2.191  -2.862  1.720
H  -1.962  -2.444  3.181
H  3.441  1.442  -0.905
H  1.899  3.846  2.141
H  2.087  -0.211  -0.580
H  -3.561  -0.487  -2.370
H  -1.153  -1.099  0.624
H  -0.992  0.807  2.742
H  -0.345  0.794  -2.904
H  -1.101  0.611  -1.591
H  1.740  2.141  3.938
H  -2.542  -0.729  -3.532
H  -1.023  -1.294  -0.811
H  -3.415  -2.535  -0.005

Summary:
E ... -1603.097614 Ha
Maximum force ... 5.59 eV/Å

---

Record 3
An isolated ion of composition C6H12NS and charge +1 at a distorted geometry. Source: the OMol25 dataset; level of theory: wB97M-V/def2-TZVPD.

Element x y z (Å)
S  2.568  0.887  -0.576
N  0.012  -0.114  0.413
C  -1.555  1.124  -1.298
C  1.419  -0.601  -0.510
C  -1.367  0.064  -0.238
C  2.091  -1.801  0.153
C  1.682  1.550  0.751
C  0.562  0.943  1.143
H  -2.524  0.849  -1.659
H  0.108  1.349  2.018
H  -1.494  -0.888  -0.815
H  -0.846  0.840  -2.097
H  3.018  -2.013  -0.375
H  2.001  2.512  1.264
H  -0.195  -1.033  0.871
H  -1.468  2.127  -0.944
H  -2.169  0.096  0.658
H  1.050  -1.018  -1.380
H  2.467  -1.707  1.223
H  1.448  -2.703  0.222

Summary:
Total charge ... +1
E ... -688.431614 Ha
ΔE to the lowest compared entry with this formula, charge and spin ... 47.9 kcal per mole
Maximum force ... 3.73 eV/Å

---

Record 4
C3H6N2O2P as an isolated structure at a distorted geometry. Source: the OMol25 dataset; level of theory: wB97M-V/def2-TZVPD.

Element x y z (Å)
P  1.590  -0.668  -0.192
O  -1.887  0.453  -1.814
O  0.115  -0.487  -1.827
N  0.162  -1.401  0.600
N  1.086  1.004  0.070
C  -0.745  0.266  -1.382
C  -0.425  0.896  0.043
C  -0.658  -0.283  0.985
H  -1.785  -0.483  0.839
H  -0.895  1.703  0.428
H  1.480  1.653  -0.687
H  -0.273  -1.984  -0.257
H  2.424  -0.678  1.223
H  -0.190  0.009  1.973

Summary:
Total charge ... -1
E ... -719.278017 Ha
ΔE to the lowest compared entry with this formula, charge and spin ... 60.3 kcal per mole
Maximum force ... 5.89 eV/Å

---

Record 5
C23H33N3O3 in the gas phase. Source: the OMol25 dataset; level of theory: wB97M-V/def2-TZVPD.

Element x y z (Å)
O  -0.870  -0.043  1.236
O  2.369  -2.511  -1.573
O  -2.999  -0.360  1.852
N  1.991  1.889  1.207
N  -1.608  2.229  -0.684
N  0.840  2.426  0.814
C  -2.501  -0.054  -0.493
C  -2.914  2.788  -0.965
C  -0.012  -2.021  -1.389
C  -0.126  -3.909  0.629
C  -0.502  3.049  -1.156
C  2.689  1.676  0.102
C  -2.449  -1.479  -1.101
C  -1.215  -2.253  -0.731
C  -3.969  1.972  -0.226
C  1.075  -3.655  0.001
C  0.755  2.555  -0.526
C  -3.919  0.509  -0.655
C  4.036  -0.264  0.863
C  -1.511  0.875  -1.198
C  2.517  -1.507  -2.547
C  5.026  2.047  0.827
C  -2.172  -0.169  0.996
C  -1.267  -3.205  0.275
C  4.061  1.082  0.135
C  1.949  2.082  -1.026
C  -0.328  -1.511  3.128
C  1.140  -2.700  -1.014
C  -0.436  -0.090  2.599
H  -4.611  -0.075  -0.047
H  -1.714  0.852  -2.286
H  0.543  0.394  2.592
H  -1.143  0.483  3.209
H  0.012  -1.314  -2.203
H  2.222  -0.527  -2.158
H  1.939  -1.732  -3.450
H  3.381  -0.967  0.354
H  -0.691  4.082  -0.846
H  3.670  -0.122  1.876
H  -4.960  2.385  -0.424
H  4.393  0.928  -0.898
H  3.577  -1.492  -2.795
H  0.049  -1.486  4.146
H  2.256  2.044  -2.052
H  4.692  2.229  1.845
H  -0.399  3.035  -2.255
H  -1.305  -1.987  3.125
H  1.976  -4.181  0.273
H  -2.199  -3.396  0.784
H  0.108  2.625  1.476
H  -0.175  -4.656  1.407
H  -3.328  -2.023  -0.748
H  5.036  -0.690  0.903
H  6.029  1.627  0.853
H  -4.216  0.421  -1.703
H  -3.779  2.036  0.846
H  -0.494  0.523  -1.023
H  -2.933  3.824  -0.616
H  -2.521  -1.385  -2.187
H  -3.133  2.788  -2.050
H  5.060  2.998  0.299
H  0.350  -2.091  2.508

Summary:
E ... -1286.229766 Ha
ΔE to the lowest compared entry with this formula, charge and spin ... 21.2 kcal per mole
Maximum force ... 0.79 eV/Å

---

Record 6
C62H45O3P2S2Ti as an isolated structure at a distorted geometry. Source: the OMol25 dataset; level of theory: wB97M-V/def2-TZVPD.

Element x y z (Å)
Ti  -0.086  0.130  -1.379
S  1.439  0.124  0.645
S  -1.558  -1.045  -2.868
P  -0.657  2.294  0.125
P  -0.442  -2.024  -0.052
O  0.101  2.995  -4.181
O  -0.103  1.433  -2.621
O  2.060  1.440  0.215
C  -1.829  -0.106  -4.340
C  -0.356  -4.996  -2.841
C  2.144  -2.435  1.226
C  5.094  -4.180  2.701
C  -0.144  3.599  6.064
C  -1.213  4.560  -1.501
C  2.178  -0.585  -3.760
C  0.838  -2.934  0.939
C  0.775  1.522  5.192
C  -0.049  -3.915  -2.032
C  -3.046  -1.401  0.761
C  -0.668  4.028  2.265
C  -1.593  -5.625  -2.729
C  2.759  -4.633  2.160
C  -3.302  2.703  1.254
C  0.329  2.307  4.110
C  -1.563  -1.877  2.580
C  3.980  -5.270  2.792
C  -4.028  -1.012  1.658
C  -0.223  2.801  1.830
C  1.579  -0.790  -1.343
C  -0.265  3.828  -0.798
C  3.885  -0.740  1.375
C  -0.345  1.932  -3.830
C  -0.644  4.432  3.622
C  0.409  1.914  2.761
C  -2.537  -1.456  3.484
C  -2.462  1.120  -6.809
C  1.515  -0.067  3.562
C  1.493  -5.089  1.939
C  4.853  -0.233  -3.196
C  4.814  -1.686  1.896
C  0.558  -4.229  1.309
C  2.574  -0.644  -2.402
C  0.528  2.261  6.493
C  1.332  0.312  4.920
C  3.955  -0.502  -2.171
C  1.068  4.240  -0.811
C  -0.840  5.706  -2.196
C  -5.321  2.223  0.026
C  -2.514  2.313  0.172
C  -4.553  1.808  -1.055
C  -4.690  2.659  1.182
C  -1.800  -1.858  1.210
C  4.398  -2.963  2.119
C  4.427  -0.126  -4.513
C  -1.273  1.134  -4.692
C  3.066  -3.311  1.799
C  3.075  -0.322  -4.782
C  -0.195  3.539  4.549
C  -0.974  -3.447  -1.093
C  2.613  -1.102  1.056
C  -2.205  -4.075  -0.989
C  -1.599  1.723  -5.920
C  -3.168  1.848  -0.977
C  -3.771  -1.027  3.026
C  -2.516  -5.159  -1.807
C  1.128  0.700  2.482
C  0.481  6.124  -2.193
C  -2.712  -0.703  -5.263
C  -3.025  -0.110  -6.467
C  1.434  5.385  -1.501
H  -0.428  -4.625  1.094
H  1.137  -0.754  -3.997
H  -2.698  1.594  -7.754
H  -4.985  -0.663  1.289
H  -3.708  -0.606  -7.147
H  -5.278  2.970  2.038
H  -1.017  5.411  3.901
H  -0.119  1.687  7.159
H  2.473  5.691  -1.512
H  -0.601  -2.209  2.952
H  1.461  2.436  7.030
H  4.164  0.301  1.248
H  -2.320  -1.456  4.546
H  -2.835  3.028  2.174
H  5.826  -1.369  2.126
H  -6.404  2.196  -0.028
H  -4.526  -0.688  3.726
H  0.367  -5.343  -3.570
H  -1.152  3.682  6.473
H  0.903  -3.403  -2.132
H  2.711  -0.256  -5.802
H  -2.248  4.243  -1.519
H  -3.234  -1.332  -0.307
H  2.037  -1.000  3.391
H  -1.141  2.678  -6.144
H  4.323  -0.584  -1.155
H  -3.141  -1.662  -4.997
H  -1.833  -6.475  -3.358
H  -1.098  4.707  1.537
H  1.193  -6.096  2.208
H  0.771  7.013  -2.740
H  -5.026  1.445  -1.960
H  1.813  3.643  -0.298
H  -3.483  -5.639  -1.715
H  0.413  4.469  6.416
H  5.911  -4.508  2.056
H  -2.936  -3.722  -0.270
H  1.683  -0.345  5.710
H  -2.597  1.510  -1.833
H  4.267  -6.189  2.280
H  -1.588  6.263  -2.750
H  5.126  0.104  -5.308
H  5.528  -3.966  3.679
H  5.904  -0.105  -2.958
H  3.776  -5.537  3.831

Summary:
Total charge ... -1
E ... -4943.956549 Ha
ΔE to the lowest compared entry with this formula, charge and spin ... 26.6 kcal per mole
Maximum force ... 3.92 eV/Å